# C4H10O2

A single C4H10O2 molecule (wB97M-V/def2-TZVPD, the OMol25 dataset).

ORCA input file:
```
! wB97M-V def2-TZVPD RIJCOSX def2/J DEFGRID3
* xyz 0 1
C 2.290 -0.934 -0.306
O 1.319 -0.229 0.420
C 0.483 0.592 -0.430
C -0.561 1.308 0.319
C -2.385 -0.017 0.203
O -1.245 0.138 1.125
H 1.835 -1.605 -1.054
H 2.969 -0.249 -0.837
H 2.871 -1.531 0.401
H 0.083 -0.090 -1.213
H 1.074 1.362 -0.942
H -0.173 1.937 1.112
H -2.876 -0.942 0.479
H -2.098 -0.005 -0.857
H -3.006 0.864 0.375
H -0.580 -0.599 1.207
*
```


# C4H10O2

A single C4H10O2 molecule (wB97M-V/def2-TZVPD, the OMol25 dataset).

ORCA input file:
```
! wB97M-V def2-TZVPD RIJCOSX def2/J DEFGRID3
* xyz 0 1
C 1.803 0.304 0.513
C 0.615 -0.658 0.551
O -0.172 -0.368 1.689
C -0.191 -0.692 -0.861
C -1.495 0.019 -0.666
O -1.137 1.336 -0.256
H 2.402 0.361 1.434
H 2.472 0.048 -0.309
H 1.397 1.309 0.330
H 0.788 -1.706 0.476
H -0.390 0.577 1.601
H -0.408 -1.706 -1.267
H 0.426 -0.210 -1.626
H -2.048 -0.500 0.133
H -2.117 0.034 -1.570
H -1.943 1.853 -0.173
*
```


# C4H10O2

C4H10O2 as an isolated structure (wB97M-V/def2-TZVPD, the OMol25 dataset).

ORCA input file:
```
! wB97M-V def2-TZVPD RIJCOSX def2/J DEFGRID3
* xyz 0 1
C 1.181 1.695 -1.464
C 1.013 0.341 -0.760
O 0.274 0.406 0.486
C -0.237 -1.206 1.184
C -1.745 -1.130 1.268
O -1.900 -0.400 0.097
H 0.219 2.126 -1.757
H 1.774 1.564 -2.384
H 1.711 2.419 -0.837
H 1.999 -0.066 -0.524
H 0.482 -0.349 -1.426
H 0.400 -1.036 2.030
H 0.079 -1.945 0.445
H -2.115 -0.641 2.195
H -2.248 -2.136 1.265
H -0.885 0.360 0.181
*
```


# C4H10O2

A 2-piece molecular cluster, C4H10O2 overall (wB97M-V/def2-TZVPD, the OMol25 dataset).

ORCA input file:
```
! wB97M-V def2-TZVPD RIJCOSX def2/J DEFGRID3
* xyz 0 1
C 1.185 -0.926 0.692
C -0.113 -1.353 0.227
C -1.011 -0.663 -0.608
C -2.143 -1.213 -1.340
O -0.514 0.541 -1.052
H 2.000 -1.301 -0.124
H 1.476 -1.476 1.601
H 1.343 0.190 0.935
H -0.248 -2.491 0.213
H -2.614 -0.434 -1.924
H -2.947 -1.540 -0.521
H -2.021 -2.178 -1.873
H -0.336 1.143 -0.337
O 1.889 2.825 1.669
H 2.243 3.615 2.221
H 2.603 2.476 1.046
*
```


# C4H10O2

A 2-piece molecular cluster, C4H10O2 overall (wB97M-V/def2-TZVPD, the OMol25 dataset).

ORCA input file:
```
! wB97M-V def2-TZVPD RIJCOSX def2/J DEFGRID3
* xyz 0 1
O 4.409 0.541 5.253
C 3.842 -0.217 4.530
O 3.996 -0.191 3.124
H 2.920 -0.670 4.706
H 4.915 -0.605 2.876
C -1.559 1.395 -2.230
C -1.247 0.016 -1.544
C -2.509 -0.929 -1.652
H -2.182 1.902 -1.558
H -0.538 1.795 -2.716
H -2.186 1.160 -3.181
H -0.385 -0.557 -2.065
H -0.989 0.218 -0.471
H -2.394 -1.795 -1.119
H -2.571 -1.389 -2.655
H -3.520 -0.676 -1.296
*
```


# C4H10O2

A 2-piece molecular cluster, C4H10O2 overall (wB97M-V/def2-TZVPD, the OMol25 dataset).

ORCA input file:
```
! wB97M-V def2-TZVPD RIJCOSX def2/J DEFGRID3
* xyz 0 1
C 0.048 -1.089 1.486
C 1.071 -0.470 0.515
C 1.403 0.976 0.834
C 0.127 1.844 0.994
O -0.800 1.685 0.242
H -0.162 -2.145 1.299
H -0.918 -0.602 1.522
H 0.446 -1.102 2.522
H 0.550 -0.467 -0.445
H 1.914 -1.162 0.476
H 1.896 1.456 -0.036
H 2.024 1.195 1.708
H 0.340 2.812 1.479
O -2.980 -0.957 -3.912
H -2.700 -1.621 -4.557
H -2.256 -0.355 -4.127
*
```


| no. | highest occupied orbital energy (eV) | strongest force on any atom (Eh/bohr) |
| --- | --- | --- |
| 1 | -7.1 | 0.019 |
| 2 | -9.7 | 0.042 |
| 3 | -9.0 | 0.040 |
| 4 | -7.9 | 0.118 |
| 5 | -11.2 | 0.101 |
| 6 | -9.7 | 0.060 |